Molecular formula: C17H23BaN7S2
Method: DFT, ωB97M-V with the def2-TZVPD basis set

Structure (ORCA input):
```
! wB97M-V def2-TZVPD RIJCOSX def2/J DEFGRID3
* xyz 0 1
Ba 0.99 0.45 0.85
C -2.28 3.46 1.05
C -1.94 2.10 0.51
N -1.92 1.02 1.18
C -2.12 0.95 2.62
C -1.62 -0.41 3.20
N -0.97 -1.23 2.19
C -0.33 -2.46 2.64
C 0.29 -3.20 1.46
N 1.38 -2.46 0.81
C 1.74 -2.94 -0.53
C 2.27 -1.84 -1.47
N 1.30 -0.78 -1.59
C 0.78 -0.32 -2.65
C 1.11 -0.73 -4.05
C -0.25 0.79 -2.48
C -0.62 1.63 -3.53
C -1.51 2.66 -3.25
C -1.98 2.85 -1.96
C -1.55 1.98 -0.97
N -0.74 0.97 -1.26
H -2.07 4.25 0.34
H -1.70 3.66 1.95
H -3.33 3.50 1.33
H -3.19 1.05 2.82
H -1.63 1.78 3.14
H -2.46 -0.94 3.67
H -0.89 -0.23 3.99
H -1.62 -1.42 1.43
H -1.04 -3.15 3.13
H 0.43 -2.21 3.39
H -0.48 -3.36 0.71
H 0.62 -4.19 1.80
H 2.18 -2.43 1.43
H 0.84 -3.36 -0.98
H 2.48 -3.75 -0.49
H 2.55 -2.29 -2.43
H 3.19 -1.42 -1.05
H 1.59 -1.70 -4.10
H 1.80 0.01 -4.49
H 0.22 -0.75 -4.67
H -0.21 1.52 -4.52
H -1.82 3.34 -4.04
H -2.65 3.67 -1.73
S 2.45 3.51 -3.02
C 2.25 2.88 -1.51
N 2.08 2.40 -0.46
S 3.41 -1.94 4.79
C 2.74 -0.83 3.78
N 2.24 -0.08 3.03
*
```

Energy   -1866.8727 a.u.
Orbital gap   7.20 eV
Energy relative to the best compared isomer or geometry (same formula, charge and spin)   8.55 kJ/mol
HOMO   -7.63 eV